Entry 1:
Entry from OMol25: a structure of composition C36H43IrN7OSe2 (wB97M-V/def2-TZVPD).

Results
Multiplicity: 2
Total charge: +2
HOMO energy (spin up / spin down) (eV): -11.83 / -11.58
Energy (Ha): -6762.68720
Energy relative to the best compared isomer or geometry (same formula, charge and spin) (kJ/mol): 388.7
Max |F| (eV/A): 0.724
Kohn-Sham gap (spin up / spin down) (eV): 4.63 / 3.99

Element x y z (Å)
Ir (1.447, 0.213, 0.949)
C (-1.127, 3.800, -4.108)
C (-0.884, 3.034, -2.848)
C (-1.791, 2.039, -2.428)
C (-1.629, 1.355, -1.251)
C (-0.544, 1.631, -0.393)
N (-0.334, 1.076, 0.852)
C (-1.403, 0.910, 1.732)
C (-2.557, 1.700, 1.565)
C (-3.662, 1.580, 2.378)
C (-3.668, 0.706, 3.463)
C (-4.840, 0.611, 4.392)
C (-2.503, -0.008, 3.702)
C (-1.393, 0.073, 2.866)
N (-0.249, -0.681, 3.278)
C (-0.238, -1.767, 4.074)
C (1.066, -2.009, 4.448)
C (1.796, -1.002, 3.826)
N (1.004, -0.193, 3.122)
C (0.405, 2.572, -0.864)
C (0.219, 3.277, -2.049)
N (1.442, 2.976, 0.022)
C (1.919, 4.230, 0.190)
C (2.852, 4.199, 1.192)
C (2.892, 2.868, 1.611)
N (2.048, 2.125, 0.901)
H (-2.193, 3.943, -4.277)
H (-0.728, 3.270, -4.977)
H (-0.653, 4.779, -4.072)
H (-2.655, 1.827, -3.045)
H (-2.374, 0.636, -0.936)
H (-2.579, 2.435, 0.775)
H (-4.522, 2.209, 2.188)
H (-5.765, 0.874, 3.882)
H (-4.723, 1.292, 5.236)
H (-4.946, -0.396, 4.795)
H (-2.438, -0.618, 4.591)
H (-1.144, -2.286, 4.327)
H (1.426, -2.797, 5.083)
H (2.854, -0.802, 3.867)
H (0.945, 4.024, -2.340)
H (1.523, 5.048, -0.384)
H (3.405, 5.027, 1.595)
H (3.452, 2.438, 2.421)
C (5.367, 0.508, -0.030)
Se (4.378, 0.032, 1.572)
C (4.987, -1.806, 1.704)
C (4.497, -2.704, 0.580)
Se (2.559, -2.679, 0.494)
C (2.396, -2.926, -1.424)
H (6.434, 0.407, 0.155)
H (5.139, 1.550, -0.249)
H (5.063, -0.117, -0.866)
H (4.651, -2.164, 2.678)
H (6.077, -1.783, 1.728)
H (4.836, -3.725, 0.754)
H (4.883, -2.381, -0.386)
H (2.877, -3.856, -1.719)
H (2.844, -2.089, -1.958)
H (1.334, -2.987, -1.652)
C (1.332, 0.271, -2.232)
C (1.006, 0.560, -3.544)
C (1.815, 1.432, -4.323)
C (1.492, 1.682, -5.632)
C (0.353, 1.085, -6.183)
C (-0.473, 0.247, -5.440)
C (-0.158, -0.011, -4.123)
H (0.747, -0.441, -1.665)
H (2.234, 0.658, -1.774)
H (2.695, 1.872, -3.873)
H (2.107, 2.329, -6.242)
H (0.109, 1.279, -7.219)
H (-1.344, -0.197, -5.898)
H (-0.772, -0.663, -3.518)
N (-0.117, -1.595, 0.388)
C (-1.158, -2.086, 0.244)
N (-2.327, -2.620, 0.050)
C (-2.485, -4.077, -0.089)
C (-3.234, -4.608, 1.125)
O (-4.453, -3.918, 1.301)
C (-4.244, -2.545, 1.543)
C (-3.565, -1.886, 0.353)
H (-1.502, -4.536, -0.184)
H (-3.058, -4.264, -1.000)
H (-2.609, -4.505, 2.024)
H (-3.480, -5.660, 0.989)
H (-3.626, -2.411, 2.444)
H (-5.220, -2.097, 1.721)
H (-3.328, -0.843, 0.553)
H (-4.209, -1.950, -0.527)

Atom charges from the Mulliken analysis, given in e for atoms 1 to 2: 2.9868, -1.3874

---

Entry 2:
Entry from OMol25: a cluster of 2 separate species, C36H44BNO2S in total in a non-equilibrium geometry (wB97M-V/def2-TZVPD).

Results
HOMO energy (eV): -6.69
Energy (Ha): -2026.56228
Structure (SMILES): Cc1ccc(/C=C/[C@@H](B2OC(C)(C)C(C)(C)O2)c2ccc(C)cc2)cc1.Cc1ccc(-c2ccc(N(C)C)cc2)s1
Max |F| (eV/A): 3.538
Kohn-Sham gap (eV): 7.32

Element x y z (Å)
C (4.655, 2.145, -0.316)
C (3.903, 1.855, 0.948)
C (3.900, 2.791, 1.987)
C (3.228, 2.537, 3.181)
C (2.540, 1.335, 3.360)
C (1.767, 0.988, 4.620)
C (0.367, 0.563, 4.365)
C (-0.332, 0.952, 3.274)
C (-1.683, 0.573, 2.926)
C (-2.295, 1.165, 1.797)
C (-3.579, 0.816, 1.421)
C (-4.288, -0.154, 2.148)
C (-5.641, -0.610, 1.694)
C (-3.717, -0.692, 3.305)
C (-2.426, -0.352, 3.691)
C (2.579, 0.380, 2.325)
C (3.212, 0.650, 1.120)
H (4.513, 1.351, -1.056)
H (4.322, 3.093, -0.753)
H (5.734, 2.241, -0.133)
H (4.449, 3.724, 1.849)
H (3.254, 3.266, 3.994)
H (1.894, 1.698, 5.446)
H (-0.103, -0.037, 5.147)
H (0.152, 1.635, 2.570)
H (-1.732, 1.905, 1.223)
H (-4.040, 1.268, 0.540)
H (-5.681, -1.705, 1.603)
H (-6.422, -0.321, 2.411)
H (-5.894, -0.182, 0.718)
H (-4.296, -1.409, 3.892)
H (-1.976, -0.797, 4.579)
H (2.073, -0.579, 2.465)
H (3.199, -0.084, 0.312)
C (2.361, 3.069, 8.301)
C (1.541, 3.477, 7.141)
C (1.917, 4.359, 6.135)
C (0.948, 4.472, 5.106)
C (-0.178, 3.684, 5.312)
B (2.708, -0.397, 5.005)
C (-1.416, 3.753, 4.570)
C (-2.577, 3.078, 5.006)
C (-3.772, 3.184, 4.324)
C (-3.868, 4.004, 3.167)
N (-5.040, 4.105, 2.479)
C (-5.172, 4.973, 1.326)
C (-6.179, 3.275, 2.806)
C (-2.710, 4.692, 2.727)
C (-1.507, 4.537, 3.391)
O (3.931, -0.123, 5.560)
C (4.506, -1.415, 5.875)
C (5.512, -1.757, 4.774)
C (5.253, -1.250, 7.182)
C (3.235, -2.378, 5.873)
C (3.438, -3.771, 5.316)
C (2.574, -2.493, 7.247)
O (2.298, -1.691, 4.995)
S (-0.057, 2.879, 6.875)
H (3.147, 3.811, 8.472)
H (1.745, 3.002, 9.203)
H (2.836, 2.092, 8.135)
H (2.863, 4.898, 6.161)
H (1.051, 5.120, 4.244)
H (-2.531, 2.438, 5.884)
H (-4.643, 2.628, 4.669)
H (-4.884, 6.005, 1.573)
H (-4.552, 4.635, 0.480)
H (-6.223, 4.964, 1.015)
H (-5.981, 2.210, 2.598)
H (-6.444, 3.377, 3.867)
H (-7.025, 3.606, 2.195)
H (-2.763, 5.328, 1.844)
H (-0.616, 5.029, 2.998)
H (6.133, -2.609, 5.080)
H (5.021, -2.000, 3.822)
H (6.177, -0.901, 4.604)
H (5.802, -2.168, 7.432)
H (5.982, -0.436, 7.085)
H (4.580, -1.006, 8.012)
H (4.076, -4.357, 5.990)
H (2.467, -4.280, 5.244)
H (3.896, -3.764, 4.321)
H (3.158, -3.152, 7.905)
H (2.458, -1.515, 7.736)
H (1.575, -2.934, 7.131)

Atom charges from the Mulliken analysis, given in e for atoms 1 to 2: -1.4821, 1.1566

---

Entry 3:
Entry from OMol25: a structure of composition C36H44Cl5N4O6PRu in a non-equilibrium geometry (wB97M-V/def2-TZVPD).

Results
Multiplicity: 5
Total charge: +2
HOMO energy (spin up / spin down) (eV): -13.94 / -13.89
Energy (Ha): -4805.24297
Max |F| (eV/A): 2.986
Kohn-Sham gap (spin up / spin down) (eV): 7.47 / 5.73

Element x y z (Å)
Ru (-14.091, 11.422, 13.821)
O (-16.236, 11.169, 13.307)
C (-17.162, 11.149, 14.171)
C (-17.009, 10.579, 15.441)
C (-18.131, 10.544, 16.297)
C (-18.018, 9.851, 17.446)
C (-16.884, 9.236, 17.800)
C (-15.755, 9.237, 17.036)
C (-15.803, 9.954, 15.811)
O (-14.651, 10.006, 15.142)
N (-19.124, 9.960, 18.438)
O (-20.007, 10.690, 18.142)
O (-19.035, 9.189, 19.383)
H (-18.168, 11.446, 13.903)
H (-19.066, 10.999, 15.935)
H (-17.019, 8.742, 18.728)
H (-14.815, 8.627, 17.236)
Cl (-14.522, 12.561, 17.161)
C (-15.109, 13.483, 15.886)
C (-14.876, 13.119, 14.594)
C (-15.357, 14.017, 13.582)
Cl (-15.008, 13.651, 11.926)
C (-15.918, 15.285, 13.892)
Cl (-16.433, 16.317, 12.653)
C (-16.119, 15.604, 15.222)
Cl (-16.930, 17.019, 15.689)
C (-15.726, 14.699, 16.220)
Cl (-16.094, 14.985, 17.877)
O (-13.632, 10.153, 12.359)
P (-13.445, 8.888, 11.512)
C (-11.646, 8.652, 11.402)
C (-11.044, 10.007, 10.872)
C (-9.600, 9.902, 10.441)
C (-8.747, 9.045, 11.462)
C (-9.510, 9.021, 12.821)
C (-10.928, 8.362, 12.771)
C (-14.384, 9.113, 9.953)
C (-14.320, 10.611, 9.544)
C (-14.605, 10.686, 8.099)
C (-13.518, 9.974, 7.294)
C (-13.237, 8.554, 7.825)
C (-14.219, 8.080, 8.880)
C (-14.205, 7.465, 12.378)
C (-15.701, 7.753, 12.719)
C (-16.217, 6.661, 13.644)
C (-16.024, 5.216, 13.201)
C (-14.564, 5.016, 12.746)
C (-14.009, 6.093, 11.750)
H (-11.440, 7.853, 10.716)
H (-11.138, 10.792, 11.619)
H (-11.528, 10.326, 10.013)
H (-9.088, 10.904, 10.389)
H (-9.555, 9.448, 9.458)
H (-7.781, 9.516, 11.607)
H (-8.642, 8.022, 11.079)
H (-9.626, 10.049, 13.190)
H (-9.026, 8.439, 13.621)
H (-11.462, 8.720, 13.691)
H (-10.935, 7.288, 12.839)
H (-15.339, 8.920, 10.401)
H (-13.314, 11.046, 9.703)
H (-15.000, 11.137, 10.255)
H (-14.611, 11.743, 7.855)
H (-15.626, 10.382, 7.801)
H (-12.609, 10.578, 7.389)
H (-13.773, 9.839, 6.263)
H (-12.235, 8.507, 8.201)
H (-13.221, 7.928, 6.945)
H (-14.116, 7.109, 9.300)
H (-15.250, 8.050, 8.461)
H (-13.656, 7.438, 13.292)
H (-16.243, 7.790, 11.770)
H (-15.758, 8.715, 13.168)
H (-17.296, 6.813, 13.748)
H (-15.783, 6.757, 14.647)
H (-16.698, 5.061, 12.332)
H (-16.268, 4.465, 13.954)
H (-14.548, 4.133, 12.140)
H (-13.887, 4.906, 13.611)
H (-14.534, 6.034, 10.803)
H (-12.983, 5.950, 11.502)
C (-10.073, 14.211, 12.948)
N (-10.376, 13.271, 14.019)
C (-9.546, 13.119, 15.099)
C (-9.886, 12.390, 16.190)
C (-11.094, 11.677, 16.096)
N (-11.850, 11.681, 14.972)
C (-11.553, 12.554, 14.050)
O (-12.463, 12.638, 13.159)
N (-11.519, 10.842, 17.062)
H (-10.903, 14.185, 12.270)
H (-9.178, 13.810, 12.397)
H (-9.942, 15.247, 13.422)
H (-8.609, 13.700, 15.018)
H (-9.305, 12.285, 17.083)
H (-11.007, 10.740, 17.925)
H (-12.279, 10.197, 16.837)

Atom charges from the Mulliken analysis, given in e for atoms 1 to 2: 0.1811, -0.4695

---

max |F| of number 3 (C36H44Cl5N4O6PRu)? 2.986 eV/A

---

Which value of max |F| does entry 3 give? 2.986 eV/A